{
  "formula": "C47H121N5O17",
  "method": "ωB97M-V with the def2-TZVPD basis set",
  "homo_lumo_gap_ev": 8.32,
  "total_energy_ev": -92946.659,
  "smiles": "COCCNCCOC.COCCNCCOC.COCCNCCOC.COCCNCCOC.COCCNCCOC.CC(C)O.CC(C)O.CC(C)O.CC(C)O.CC(C)O.OCCO",
  "lumo_energy_ev": 0.15,
  "relative_energy_kj_mol": 441.9,
  "elements": ["C", "C", "O", "O", "H", "H", "H", "H", "H", "H", "C", "O", "C", "C", "N", "C", "C", "O", "C", "H", "H", "H", "H", "H", "H", "H", "H", "H", "H", "H", "H", "H", "H", "H", "C", "O", "C", "C", "N", "C", "C", "O", "C", "H", "H", "H", "H", "H", "H", "H", "H", "H", "H", "H", "H", "H", "H", "H", "C", "O", "C", "C", "N", "C", "C", "O", "C", "H", "H", "H", "H", "H", "H", "H", "H", "H", "H", "H", "H", "H", "H", "H", "C", "O", "C", "C", "N", "C", "C", "O", "C", "H", "H", "H", "H", "H", "H", "H", "H", "H", "H", "H", "H", "H", "H", "H", "C", "O", "C", "C", "N", "C", "C", "O", "C", "H", "H", "H", "H", "H", "H", "H", "H", "H", "H", "H", "H", "H", "H", "H", "C", "C", "C", "O", "H", "H", "H", "H", "H", "H", "H", "H", "C", "C", "C", "O", "H", "H", "H", "H", "H", "H", "H", "H", "C", "C", "C", "O", "H", "H", "H", "H", "H", "H", "H", "H", "C", "C", "C", "O", "H", "H", "H", "H", "H", "H", "H", "H", "C", "C", "C", "O", "H", "H", "H", "H", "H", "H", "H", "H"],
  "positions_angstrom": [[0.65, -0.47, -0.23], [-0.45, -0.18, -1.27], [-1.45, -1.23, -1.42], [1.75, 0.43, -0.40], [1.12, -1.45, -0.29], [0.25, -0.54, 0.78], [0.00, -0.08, -2.26], [-0.92, 0.78, -1.04], [-2.11, -1.03, -2.09], [2.37, 0.05, -1.03], [5.89, 7.35, 4.42], [6.87, 6.49, 3.89], [6.46, 5.84, 2.68], [7.65, 5.13, 2.03], [8.79, 6.02, 1.77], [8.49, 6.89, 0.66], [9.71, 7.73, 0.26], [9.25, 8.63, -0.83], [10.19, 9.61, -1.29], [5.98, 8.22, 3.76], [6.23, 7.63, 5.42], [4.91, 6.90, 4.57], [5.98, 6.55, 2.02], [5.79, 5.04, 2.99], [7.48, 4.62, 1.08], [8.05, 4.36, 2.69], [8.74, 6.61, 2.59], [7.72, 7.62, 0.91], [8.02, 6.28, -0.11], [10.56, 7.14, -0.09], [10.01, 8.43, 1.05], [10.46, 10.28, -0.47], [9.92, 10.07, -2.24], [11.12, 9.11, -1.56], [-7.68, -15.96, -4.08], [-7.79, -14.56, -4.30], [-7.00, -13.89, -3.28], [-7.36, -12.46, -3.01], [-6.48, -11.57, -3.75], [-6.85, -10.16, -3.64], [-5.82, -9.27, -4.37], [-4.57, -9.49, -3.81], [-3.51, -8.72, -4.41], [-6.74, -16.42, -4.36], [-8.45, -16.57, -4.55], [-7.80, -16.21, -3.03], [-5.92, -14.07, -3.29], [-7.34, -14.32, -2.34], [-7.11, -12.40, -1.95], [-8.40, -12.21, -3.20], [-5.57, -11.71, -3.34], [-6.85, -9.89, -2.59], [-7.84, -9.98, -4.05], [-6.24, -8.26, -4.30], [-5.74, -9.44, -5.44], [-2.66, -8.97, -3.78], [-3.66, -7.65, -4.33], [-3.26, -8.85, -5.47], [3.69, 13.01, -7.02], [4.37, 11.96, -6.38], [4.27, 11.78, -4.97], [4.33, 10.26, -4.62], [3.03, 9.61, -4.85], [2.98, 8.17, -4.59], [1.63, 7.48, -4.96], [1.42, 7.56, -6.36], [2.26, 6.77, -7.18], [4.16, 13.31, -7.96], [3.73, 13.89, -6.39], [2.63, 12.83, -7.20], [3.43, 12.27, -4.46], [5.20, 12.20, -4.58], [4.59, 10.17, -3.56], [5.15, 9.81, -5.18], [2.86, 9.69, -5.85], [3.11, 7.94, -3.53], [3.78, 7.63, -5.09], [0.81, 8.00, -4.46], [1.64, 6.44, -4.64], [2.02, 5.71, -7.12], [3.35, 6.73, -7.11], [2.15, 7.13, -8.20], [6.28, -4.43, 4.78], [5.53, -5.21, 5.75], [4.46, -5.92, 5.23], [3.65, -6.58, 6.41], [4.31, -7.69, 7.09], [3.50, -8.40, 8.07], [4.35, -9.29, 8.96], [5.46, -8.51, 9.41], [6.25, -9.21, 10.35], [6.93, -4.98, 4.10], [6.97, -3.71, 5.23], [5.60, -3.89, 4.12], [4.78, -6.72, 4.57], [3.79, -5.26, 4.68], [2.63, -6.79, 6.08], [3.60, -5.80, 7.16], [5.20, -7.41, 7.49], [2.64, -8.98, 7.73], [3.04, -7.61, 8.67], [4.73, -10.09, 8.33], [3.72, -9.74, 9.73], [7.22, -8.71, 10.41], [6.48, -10.24, 10.06], [5.66, -9.34, 11.26], [-10.37, 1.13, 3.08], [-9.74, 1.56, 1.88], [-8.40, 1.16, 1.79], [-7.89, 1.09, 0.30], [-7.42, 2.32, -0.29], [-8.53, 3.17, -0.69], [-8.15, 4.52, -1.25], [-7.67, 4.33, -2.58], [-7.07, 5.48, -3.12], [-10.58, 0.07, 3.17], [-11.36, 1.58, 3.16], [-9.77, 1.36, 3.96], [-8.31, 0.18, 2.25], [-7.74, 1.79, 2.39], [-8.58, 0.61, -0.39], [-7.05, 0.41, 0.40], [-6.99, 2.07, -1.17], [-9.13, 3.42, 0.18], [-9.17, 2.59, -1.36], [-7.49, 5.04, -0.57], [-9.08, 5.10, -1.30], [-6.46, 5.19, -3.98], [-6.48, 6.09, -2.43], [-7.80, 6.17, -3.53], [6.46, -1.12, -6.30], [5.06, -0.84, -5.73], [3.94, -1.41, -6.55], [5.01, -1.51, -4.46], [7.20, -0.60, -5.70], [6.49, -0.83, -7.34], [6.73, -2.18, -6.29], [4.97, 0.24, -5.61], [2.99, -1.18, -6.07], [3.98, -2.49, -6.73], [3.93, -0.91, -7.52], [4.90, -2.45, -4.63], [-3.73, -3.81, 3.71], [-3.64, -5.18, 3.05], [-5.03, -5.50, 2.40], [-2.58, -5.03, 2.08], [-3.85, -3.10, 2.89], [-2.88, -3.48, 4.30], [-4.60, -3.89, 4.36], [-3.34, -5.91, 3.79], [-5.13, -6.58, 2.24], [-5.18, -4.95, 1.48], [-5.86, -5.29, 3.07], [-2.97, -4.51, 1.38], [-4.47, 1.23, -6.73], [-5.85, 0.53, -6.76], [-6.01, -0.24, -8.09], [-5.86, -0.34, -5.63], [-3.67, 0.50, -6.81], [-4.30, 1.79, -5.81], [-4.25, 1.92, -7.54], [-6.72, 1.19, -6.74], [-5.12, -0.85, -8.27], [-6.19, 0.45, -8.91], [-6.94, -0.82, -8.09], [-6.65, -0.88, -5.57], [-1.42, 5.83, 2.62], [-2.38, 4.83, 3.17], [-2.30, 4.92, 4.70], [-3.66, 5.13, 2.76], [-1.58, 6.75, 3.17], [-1.61, 6.05, 1.57], [-0.41, 5.48, 2.82], [-2.10, 3.81, 2.90], [-2.59, 4.00, 5.21], [-2.87, 5.76, 5.10], [-1.31, 5.08, 5.13], [-3.97, 4.40, 2.23], [2.44, -0.24, 8.03], [3.50, -0.53, 9.10], [4.72, 0.32, 8.86], [2.90, -0.27, 10.38], [2.40, 0.80, 7.70], [1.44, -0.54, 8.34], [2.64, -0.88, 7.17], [3.68, -1.60, 9.15], [5.17, 0.03, 7.91], [5.55, 0.17, 9.54], [4.56, 1.40, 8.89], [3.37, -0.70, 11.10]]
}

***

{
  "formula": "C22H41N2O9",
  "method": "ωB97M-V with the def2-TZVPD basis set",
  "homo_lumo_gap_ev": 7.27,
  "total_energy_ev": -44879.952,
  "lumo_energy_ev": -4.55,
  "total_charge": 1,
  "elements": ["O", "C", "C", "C", "C", "C", "C", "N", "N", "H", "H", "H", "H", "H", "H", "H", "H", "H", "O", "C", "O", "C", "C", "C", "H", "H", "H", "H", "H", "H", "H", "H", "O", "C", "O", "C", "C", "C", "H", "H", "H", "H", "H", "H", "H", "H", "O", "C", "O", "C", "C", "C", "H", "H", "H", "H", "H", "H", "H", "H", "O", "C", "O", "C", "C", "C", "H", "H", "H", "H", "H", "H", "H", "H"],
  "positions_angstrom": [[2.82, 0.64, -2.54], [3.29, 1.56, -3.49], [2.58, 2.92, -3.33], [1.13, 2.66, -3.16], [0.31, 2.23, -4.21], [-1.01, 1.95, -3.93], [-1.46, 2.12, -2.61], [-0.70, 2.53, -1.64], [0.57, 2.79, -1.97], [3.13, 0.91, -1.66], [3.03, 1.15, -4.46], [4.37, 1.70, -3.42], [2.98, 3.45, -2.46], [2.73, 3.55, -4.20], [0.72, 2.11, -5.20], [-1.70, 1.62, -4.68], [-2.48, 1.90, -2.35], [1.15, 3.10, -1.20], [3.89, 0.19, -0.09], [4.67, -0.73, 0.07], [5.92, -0.58, -0.38], [6.96, -1.54, -0.15], [6.96, -2.63, -1.20], [4.23, -2.03, 0.68], [6.89, -1.94, 0.87], [7.88, -0.97, -0.20], [6.04, -3.22, -1.18], [7.80, -3.31, -1.03], [7.06, -2.19, -2.19], [3.80, -2.65, -0.11], [3.46, -1.82, 1.41], [5.03, -2.58, 1.17], [-6.35, -2.52, -2.91], [-6.01, -1.93, -1.92], [-6.43, -0.65, -1.77], [-6.15, 0.11, -0.59], [-4.82, 0.81, -0.68], [-5.10, -2.55, -0.89], [-6.23, -0.51, 0.30], [-6.95, 0.85, -0.53], [-3.99, 0.10, -0.76], [-4.65, 1.44, 0.20], [-4.80, 1.45, -1.57], [-4.07, -2.40, -1.21], [-5.30, -3.61, -0.87], [-5.22, -2.16, 0.11], [10.09, -0.28, 2.86], [9.32, 0.57, 3.23], [8.06, 0.53, 2.73], [7.01, 1.38, 3.20], [7.01, 2.73, 2.51], [9.72, 1.68, 4.16], [7.04, 1.46, 4.28], [6.10, 0.83, 2.95], [7.92, 3.29, 2.73], [6.15, 3.32, 2.85], [6.95, 2.60, 1.43], [10.17, 2.48, 3.56], [10.48, 1.30, 4.83], [8.91, 2.09, 4.75], [-7.38, -1.50, 2.46], [-8.49, -1.70, 2.04], [-9.39, -0.71, 2.14], [-10.69, -0.78, 1.52], [-11.70, -1.49, 2.39], [-8.89, -3.04, 1.48], [-10.61, -1.22, 0.53], [-10.98, 0.26, 1.39], [-11.43, -2.53, 2.56], [-12.68, -1.46, 1.93], [-11.76, -1.01, 3.37], [-9.19, -3.68, 2.30], [-8.03, -3.48, 0.99], [-9.70, -3.00, 0.75]]
}

***

{
  "formula": "C3H31N2O11",
  "method": "ωB97M-V with the def2-TZVPD basis set",
  "homo_lumo_gap_ev": [10.20, 6.08],
  "total_energy_ev": -29099.355,
  "lumo_energy_ev": [-6.37, -10.49],
  "relative_energy_kj_mol": 179.3,
  "total_charge": 2,
  "multiplicity": 2,
  "elements": ["C", "C", "C", "N", "N", "H", "H", "H", "H", "H", "H", "H", "H", "H", "H", "H", "O", "H", "H", "O", "H", "H", "O", "H", "H", "O", "H", "H", "O", "H", "H", "O", "H", "H", "O", "H", "H", "O", "H", "H", "O", "H", "H", "O", "H", "H", "O"],
  "positions_angstrom": [[-0.56, -0.58, -0.10], [-2.04, -0.30, -0.40], [-2.64, 0.45, -1.32], [-1.95, 0.96, -2.43], [-3.00, -0.67, 0.75], [-0.30, 0.43, 0.35], [-0.09, -0.65, -1.12], [-0.32, -1.42, 0.55], [-3.75, 0.68, -1.29], [-0.94, 1.04, -2.28], [-2.33, 1.79, -2.98], [-2.31, -0.89, 1.55], [-3.48, -1.61, 0.43], [-3.57, 0.26, 0.98], [-2.03, 2.32, 1.12], [-3.25, 3.09, 1.50], [-2.97, 2.23, 1.04], [0.66, -3.04, -1.03], [0.09, -4.33, -1.77], [-0.01, -3.38, -1.66], [0.48, -1.98, -3.93], [-0.52, -1.55, -2.85], [0.21, -1.32, -3.37], [0.89, 2.21, -3.34], [0.76, 0.55, -3.32], [0.85, 1.43, -2.85], [2.78, 2.86, -0.04], [3.61, 1.86, 0.34], [2.70, 2.09, 0.37], [2.28, -1.91, 2.34], [2.84, -1.10, 3.45], [2.10, -1.54, 3.26], [0.48, 3.11, 1.82], [-0.12, 3.59, 0.49], [-0.04, 2.85, 1.12], [1.90, 0.80, -0.71], [2.04, -0.05, -1.93], [2.37, 0.00, -1.04], [1.30, -0.23, 2.99], [1.01, 0.85, 2.00], [0.61, 0.42, 2.73], [-1.36, -1.85, 3.51], [-0.93, -0.37, 3.30], [-1.54, -1.08, 3.04], [2.96, -1.42, -0.11], [4.03, -2.40, 0.36], [3.10, -2.22, 0.46]]
}

***

{
  "formula": "C5H6N2O",
  "method": "ωB97M-V with the def2-TZVPD basis set",
  "homo_lumo_gap_ev": 9.05,
  "total_energy_ev": -10304.965,
  "lumo_energy_ev": 0.09,
  "relative_energy_kj_mol": 447.6,
  "elements": ["C", "C", "C", "C", "C", "N", "N", "O", "H", "H", "H", "H", "H", "H"],
  "positions_angstrom": [[0.46, -0.96, -2.40], [-0.75, -0.98, -1.63], [-0.04, 0.26, 1.52], [-1.54, 0.25, -0.39], [1.16, 1.01, 1.98], [-0.65, 0.59, 0.47], [0.47, -2.18, -2.08], [-2.59, 0.59, -0.79], [1.10, -0.28, -2.93], [-1.66, -1.26, -2.15], [-0.36, -0.59, 2.13], [2.05, 0.41, 1.78], [1.24, 1.95, 1.44], [1.11, 1.19, 3.05]]
}

***

{
  "formula": "C14H15N3O2S",
  "method": "ωB97M-V with the def2-TZVPD basis set",
  "homo_lumo_gap_ev": 8.77,
  "total_energy_ev": -34149.680,
  "lumo_energy_ev": 0.36,
  "relative_energy_kj_mol": 1314.2,
  "elements": ["C", "C", "H", "H", "O", "C", "O", "C", "C", "C", "S", "C", "N", "N", "N", "C", "C", "C", "C", "C", "C", "C", "H", "H", "H", "H", "H", "H", "H", "H", "H", "H", "H", "H", "H"],
  "positions_angstrom": [[1.91, 3.05, -2.87], [1.92, 3.89, -1.76], [1.23, 4.60, -1.79], [2.96, 4.46, -1.71], [1.72, 3.26, -0.78], [1.70, 3.99, 0.59], [1.78, 5.26, 0.78], [1.54, 2.92, 1.65], [2.07, 1.57, 1.42], [3.24, 1.20, 1.46], [3.64, -0.54, 1.22], [1.87, -0.55, 0.95], [1.00, 0.63, 1.04], [1.16, -1.79, 0.77], [-0.16, -1.88, 0.48], [-0.72, -2.89, 0.42], [-2.28, -3.10, 0.18], [-2.69, -4.36, -0.05], [-3.99, -4.78, -0.23], [-4.86, -3.53, 0.08], [-4.31, -2.28, 0.17], [-2.92, -2.03, 0.56], [-2.53, -1.19, 0.71], [-5.02, -1.40, 0.57], [-5.75, -3.86, -0.29], [-4.44, -5.68, -0.45], [-2.11, -5.18, -0.32], [0.03, -4.01, 0.21], [1.72, -2.43, 0.65], [4.09, 1.82, 1.72], [2.00, 3.30, 2.64], [0.44, 2.89, 1.76], [2.13, 3.60, -3.82], [2.66, 2.39, -2.94], [0.97, 2.65, -3.01]]
}

***

{
  "formula": "C9H13N2OP",
  "method": "ωB97M-V with the def2-TZVPD basis set",
  "homo_lumo_gap_ev": [7.24, 5.60],
  "total_energy_ev": -23857.018,
  "lumo_energy_ev": [-1.02, -1.59],
  "relative_energy_kj_mol": 219.8,
  "elements": ["C", "C", "C", "C", "C", "C", "C", "C", "C", "N", "N", "O", "P", "H", "H", "H", "H", "H", "H", "H", "H", "H", "H", "H", "H", "H"],
  "positions_angstrom": [[1.16, 0.99, -2.96], [1.25, -0.36, -2.47], [0.54, 1.99, -2.20], [1.05, -0.67, -1.15], [0.04, 1.60, -0.90], [0.33, 0.28, -0.42], [-2.42, 0.70, 1.49], [2.24, -1.78, 1.89], [-0.89, 0.95, 1.68], [-0.78, 2.38, -0.26], [0.05, 0.15, 0.92], [-0.10, -1.36, 3.06], [0.39, -1.50, 1.70], [1.35, 1.17, -3.96], [1.56, -1.08, -3.16], [0.34, 2.99, -2.60], [1.29, -1.65, -0.86], [-2.92, 1.44, 2.06], [-2.56, 1.04, 0.47], [-2.74, -0.35, 1.63], [2.79, -2.14, 1.05], [2.75, -0.76, 2.22], [2.40, -2.49, 2.66], [-0.83, 1.97, 1.32], [-0.53, 0.99, 2.76], [-0.71, 3.38, -0.53]]
}